# 1
DFT (the ωB97M-V functional and the def2-TZVPD basis) results for 2 unconnected molecules or ions with the total composition C33H38N3O5S at a distorted geometry.

Each line ends with the Löwdin charge.
Positions of all 80 atoms, in Å:
H  -2.90926  0.55072  0.54864  0.0657
C  2.91310  1.65656  -0.84477  -0.1494
H  1.68820  1.74853  5.14219  0.0619
H  -1.15248  -3.63229  0.75841  0.1673
C  1.55484  -6.01580  -2.70362  -0.0664
H  -5.41750  -3.42899  -1.43916  0.0985
H  -2.16981  5.39456  3.97387  0.1274
C  -1.88550  0.41625  0.89685  -0.0637
C  2.12707  2.16286  1.49445  -0.3371
H  -4.22779  -0.68400  1.00275  0.0744
C  -3.25465  2.99240  1.11489  0.0174
C  -1.67653  3.61875  2.84298  -0.0180
C  0.05464  -3.00431  -0.93260  -0.0818
H  -4.34208  -4.47555  -2.40854  0.1033
C  1.04592  -4.73713  -2.46834  -0.0375
C  1.78282  1.77645  0.16332  -0.4264
C  -1.27620  1.49239  1.54399  0.0182
H  -0.74531  3.45399  3.39144  0.0453
H  7.42699  2.42756  -3.24731  0.0978
O  5.80823  1.21969  -3.84718  -0.0819
H  3.26967  0.92979  -4.18121  0.1206
H  -5.33566  -1.37418  -0.20676  0.0970
C  -2.03450  2.69383  1.81411  -0.1534
N  -1.93772  -1.82498  -0.01224  0.0608
H  -0.29851  -1.03393  0.98345  0.1546
C  -2.46689  4.69491  3.19682  0.0320
H  -5.06775  4.17637  1.04498  0.1291
C  4.91099  1.39044  -2.84272  -0.2606
C  2.25553  1.65107  4.20925  -0.2243
H  0.87074  -4.03580  -3.28858  0.1153
H  -3.00154  0.34123  -1.36394  0.0727
C  7.21070  1.39161  -3.54463  -0.0574
C  4.27406  1.84926  -0.55198  -0.0319
H  -4.64730  -2.78912  -2.91217  0.0970
H  -0.11471  -2.49346  -1.89632  0.1346
C  -4.50592  -3.45537  -2.05160  0.0002
C  -1.28782  -3.12137  -0.21220  -0.1553
C  0.92690  -5.21489  -0.09303  -0.0440
H  6.31278  1.90908  -1.25067  0.1046
C  3.54015  1.19051  -3.15899  0.0091
O  -3.97673  6.93011  3.58334  0.0768
C  -3.26320  -0.64051  -1.76441  0.0216
O  0.62047  1.53848  -0.23566  -0.0389
H  0.67280  -4.88659  0.91875  0.1115
C  1.93570  4.22889  3.31016  -0.2193
C  1.74773  -6.89877  -1.63227  -0.0748
H  3.25301  2.09516  4.30247  0.0631
H  -2.52575  -0.90288  -2.53662  0.1083
H  1.53469  1.17332  -2.44326  0.1122
N  -3.35832  -3.03877  -1.27967  -0.0389
H  -4.26490  -0.59209  -2.20915  0.0961
O  -5.48550  6.28725  2.11901  0.0800
C  -4.39802  -1.53305  0.33907  0.0183
H  7.53780  0.70031  -2.75482  0.0960
H  3.00420  4.16728  3.54911  0.0636
H  1.75474  4.85442  2.42935  0.0753
N  -4.42096  6.10324  2.75270  -0.3089
C  -2.32586  -3.89675  -1.02320  -0.3641
H  1.79063  -6.32135  -3.72388  0.1081
H  -0.29151  1.35758  1.99242  0.0471
H  4.57353  2.09696  0.45985  0.0959
H  7.71152  1.15661  -4.48227  0.0937
H  1.35975  4.60643  4.16317  0.0596
C  -3.25285  -1.71907  -0.67092  -0.4575
H  -3.54178  2.41111  0.23604  0.1165
C  2.57869  1.32640  -2.17595  -0.0231
H  2.30398  0.60011  3.90783  0.0669
C  -1.31733  -0.82626  0.64907  0.0400
H  -4.48385  -2.44042  0.95313  0.1093
C  -3.67970  4.91500  2.51431  -0.1319
H  2.13525  -7.90211  -1.81611  0.1067
C  1.44124  -6.49441  -0.32682  -0.0677
O  -2.26765  -5.06976  -1.38170  0.1031
S  1.31535  2.54823  2.93544  0.9741
C  0.69977  -4.35152  -1.17046  -0.2400
C  -4.09929  4.01477  1.51357  0.0356
H  0.71955  -2.36762  -0.32685  0.1221
C  5.26885  1.73736  -1.51839  -0.0099
H  1.59348  -7.17261  0.51543  0.1074
H  3.18254  2.39790  1.66438  0.0504

Properties
* HOMO energy: -10.27 eV
* total charge: +1

# 2
DFT (the ωB97M-V functional and the def2-TZVPD basis) results for a molecular structure, C33H38N7OOsTe at a distorted geometry.

Each line ends with the Löwdin spin population.
Positions of all 81 atoms, in Å:
C  -4.19990  7.74037  0.30618  0.0254
C  5.21810  -0.09114  -1.33925  0.0088
H  4.65830  -9.63203  0.68151  0.0075
C  4.48985  1.23134  1.52924  0.0047
H  -1.34644  -12.21002  -0.40890  0.0094
Te  -2.12924  -8.92515  -0.45595  1.3255
H  0.13919  -0.88697  -1.77193  0.0058
H  2.31124  -1.47454  -0.16366  0.0014
C  2.75244  4.26745  -0.98712  0.0161
C  -4.48101  6.37305  0.52974  0.1399
H  -0.16483  -12.89676  0.56383  0.0007
H  4.56452  -1.48696  0.24045  0.0001
H  4.66616  -2.16537  -1.31749  0.0001
H  4.86039  1.75886  2.35475  0.0014
C  -2.35973  1.13690  -0.79800  0.0719
N  4.65465  1.24709  -0.96011  0.0105
N  2.86811  -0.96989  -0.89598  0.0208
O  -7.53986  8.92897  0.63211  0.1341
C  -1.67976  2.23901  -0.49494  0.0087
H  -9.03862  8.17205  2.13218  0.0009
H  4.91632  1.96427  -1.67215  0.0059
C  -5.73165  5.83147  0.92526  0.0320
H  -9.59447  8.08350  0.50719  0.0024
H  4.25165  -11.21663  0.23340  -0.0001
C  1.59058  -10.94840  0.47784  0.0036
H  -3.45034  1.25327  -0.67870  0.0033
H  4.56363  0.14937  1.69375  0.0000
C  -0.26240  2.21102  -0.59313  0.0519
H  6.27706  -0.20795  -0.96938  0.0005
H  6.33126  1.66405  0.42275  -0.0002
C  4.35346  -1.31095  -0.76501  0.0022
C  -5.32190  8.58679  0.33183  0.0516
H  3.02852  6.30508  -1.03310  0.0005
C  2.52317  -9.91276  0.30322  0.1245
C  -1.31556  4.76475  -0.03401  0.0447
H  -2.18789  -0.95739  -1.66566  -0.0012
C  0.23333  -6.87616  0.31248  0.0444
N  1.87300  3.19953  -0.84154  0.0318
C  -1.74292  -0.03522  -1.26443  0.0006
C  0.72421  -8.31453  0.23958  0.0764
N  0.35449  1.10506  -1.04925  0.0346
C  -0.36266  -0.00859  -1.42948  0.0754
H  2.51496  1.15327  2.19113  0.0010
C  0.22044  -10.75713  0.35737  0.0837
C  -6.81843  6.69403  0.99423  0.0752
N  3.04591  1.59432  1.40701  0.0426
H  1.00622  -6.10405  0.32263  0.0018
H  2.62031  -7.70629  0.38481  -0.0004
H  3.75567  3.96149  -1.21800  0.0009
Os  2.41996  1.22559  -0.93343  0.6661
N  -2.10745  5.76679  0.15663  0.0558
H  -0.44451  -6.68393  1.15367  0.0050
H  -9.21119  9.66241  1.28396  0.0001
C  1.00247  5.70640  -0.47419  0.0180
H  -1.36578  -11.91207  1.28463  0.0039
C  0.04884  4.65527  -0.32178  0.0105
H  -5.33212  9.70213  0.05370  0.0000
C  -0.26102  -9.37894  0.13687  0.2121
H  5.05933  2.88362  0.18025  0.0001
N  -3.42685  4.05354  -0.01856  0.0194
C  -2.13094  3.58477  -0.16735  0.1370
C  2.05071  -8.60800  0.31046  0.0137
H  2.92489  2.61359  1.55834  0.0002
C  -6.57767  8.09622  0.69442  0.1150
H  -0.37843  -6.76079  -0.62425  0.0291
H  1.98175  -11.93352  0.70655  -0.0006
C  2.32921  5.52770  -0.85172  0.0155
C  -0.73265  -11.97787  0.42889  0.0249
C  -8.94472  8.69601  1.20380  0.0030
H  0.48870  6.65344  -0.32520  0.0007
H  -5.90148  4.78776  0.95053  -0.0009
C  5.23767  1.74446  0.35148  0.0001
C  -3.34775  5.41628  0.21014  0.0153
H  4.18709  -9.91934  -0.96227  0.0096
H  2.54866  -1.24979  -1.75481  0.0152
C  0.51053  3.33343  -0.56252  0.0174
C  3.94159  -10.22372  0.05523  0.0253
H  5.14280  -0.14276  -2.40789  0.0036
H  -4.32837  3.58439  0.08071  0.0000
H  -7.86526  6.43364  1.23771  0.0026
H  -3.15756  8.14184  0.09877  -0.0009

Properties
* 2S+1: 5
* HOMO energy (alpha / beta): -12.16 / -12.70 eV
* total charge: +3
* ⟨S²⟩: 6.0857

# 3
DFT (the ωB97M-V functional and the def2-TZVPD basis) results for a molecular structure, C33H38N8OPS2Ti.

Each line ends with the Löwdin charge.
Positions of all 84 atoms, in Å:
H  3.32139  -7.66210  -1.31489  0.1239
C  1.27880  -1.62126  2.77508  -0.7754
H  -2.25343  6.28671  -2.87417  0.1241
P  -2.58296  1.65398  0.39750  0.8476
H  3.63217  -2.38035  -3.03573  0.0889
C  -0.32688  -2.55960  0.06041  -0.6375
H  -2.49955  4.05413  -3.89916  0.1224
C  2.33789  2.41116  0.43135  -0.1508
C  2.59002  -7.05920  -0.79659  -0.0278
H  2.22179  2.08669  -5.07557  0.1260
C  0.32165  1.44166  -2.33049  -0.0455
C  2.47960  2.35488  -1.76161  -0.1638
O  -1.04564  -5.24382  2.10904  0.1832
H  -1.92917  2.55367  5.58553  0.1439
C  0.71059  1.53137  -3.65283  -0.0395
H  2.74759  -0.97076  -2.45954  0.0663
H  -2.37106  4.53925  1.00611  0.0823
H  -3.30101  0.15397  -1.40652  0.0338
N  0.20176  -1.32857  3.46063  0.0366
S  -1.22387  -1.02152  0.13843  0.7311
C  -1.46929  2.92162  4.67914  0.0427
H  -4.59778  1.18993  -0.76778  0.0813
C  1.23453  1.86372  -1.36985  -0.2009
C  0.71445  -5.52502  0.53609  -0.1692
C  -1.31259  4.29076  4.44411  0.0263
H  1.53075  -3.68108  -3.24612  0.1209
H  2.62065  2.56036  1.46457  0.1542
C  -0.89436  0.60010  3.97164  0.0090
H  0.16333  4.04351  1.40493  0.1196
H  -3.12549  2.96626  2.38584  0.0284
C  -2.50483  3.02460  -2.02605  -0.1057
C  1.95169  -4.97013  0.19275  -0.0762
H  4.06179  3.09630  -0.50105  0.1957
C  -2.29838  5.40667  -2.24980  -0.0335
C  2.89110  -5.74168  -0.47035  -0.0471
H  3.84744  2.84869  -3.36477  0.1325
H  -2.64274  2.06329  -2.50143  0.0992
H  -0.92846  -2.93886  1.91897  0.1213
H  1.78515  -3.19707  3.93805  0.1429
N  -0.21715  -0.07381  3.11536  -0.1721
H  1.36539  -2.18957  -4.12297  0.1234
N  2.00153  -2.69486  3.08795  0.1549
C  -0.97843  2.04223  3.73421  -0.2626
N  -0.37588  -3.32278  1.15910  0.1129
C  -0.28813  -4.77739  1.31562  -0.3456
H  2.18035  -3.94751  0.46774  0.0915
C  -2.33783  4.40677  -0.06668  -0.1015
C  1.36409  -7.61196  -0.45101  -0.0218
S  1.82378  -0.62639  1.41628  0.7584
C  -3.57990  2.14668  1.83555  -0.2092
N  1.16336  1.90857  0.04020  -0.0632
C  1.48330  -2.59620  -3.11596  -0.2138
H  2.87536  -2.88761  2.62840  0.1114
H  -0.67487  -2.48185  -2.88722  0.1414
H  2.87196  -2.41121  -1.45154  0.0522
H  0.21934  -1.16550  -2.10611  0.0666
H  1.14717  -8.64020  -0.70200  0.1261
H  -1.66064  5.00992  5.17149  0.1402
C  -0.69444  4.70436  3.27894  0.0028
C  2.75365  -2.06388  -2.47893  -0.0786
H  0.61886  -3.88559  -1.07301  0.1305
H  -0.52252  -7.27741  0.52454  0.1348
H  -2.20315  6.51290  -0.41791  0.1199
H  -4.55876  2.47583  1.47700  0.0833
H  -0.53764  5.75246  3.06658  0.1355
C  -2.44470  3.13592  -0.63534  -0.3687
H  -1.23049  0.14863  4.90189  0.1641
H  -4.05982  -0.24398  0.13800  0.0550
C  1.96787  2.02918  -4.02802  -0.0295
Ti  -0.09268  0.78127  1.20896  0.6016
N  3.13746  2.69504  -0.58474  0.1945
C  0.23440  -2.22966  -2.33591  -0.1707
C  -3.73341  0.57669  -0.50202  -0.2794
H  3.85919  -5.33164  -0.72047  0.1173
C  -2.43108  4.15240  -2.82572  -0.0407
C  -2.26166  5.53287  -0.86881  -0.0454
H  0.02639  1.21576  -4.42661  0.1239
N  0.20369  -2.95417  -1.06131  0.0759
C  2.88279  2.45555  -3.08545  0.0310
H  -0.65372  1.04905  -2.06700  0.0752
C  -0.27499  3.75230  2.35189  -0.1046
N  -0.40760  2.44432  2.56796  -0.0138
H  -3.72216  1.29569  2.50372  0.0663
C  0.42505  -6.85351  0.22745  0.0194

Properties
* HOMO energy: -16.34 eV
* total charge: +3

For each record above, in turn, the calculated relative energy (zero: lowest compared OMol25 entry of this formula, charge and spin) values are 0.373, 4.236, 0.536 eV.